ORCA calculation (ωB97M-V/def2-TZVPD) on a structure of composition C38H30IrN10O4S4Se.

XYZ file:
```
88
Properties=species:S:1:pos:R:3:forces:R:3:lowdin_spin:R:1
Ir -0.328 0.249 -0.388 -2.41 -0.69 -0.32 0.485
C -1.525 3.884 2.806 0.12 -0.08 0.33 0.001
N -1.922 3.832 1.413 0.07 -0.18 -0.50 0.002
C -3.105 4.316 0.896 -0.11 0.16 0.00 0.000
C -3.105 4.071 -0.423 -0.10 -0.08 -0.03 0.001
N -1.915 3.419 -0.722 -0.04 0.30 0.42 0.001
C -1.202 3.252 0.429 -0.36 0.34 -0.04 0.003
S 0.309 2.541 0.628 0.20 -1.63 -0.20 0.018
C -1.584 2.961 -2.008 0.17 -0.04 -0.34 0.004
C -2.009 3.703 -3.107 0.05 0.02 0.09 0.001
C -1.710 3.249 -4.376 -0.01 -0.12 0.06 0.001
C -1.000 2.065 -4.513 -0.04 0.14 0.03 0.001
C -0.598 1.407 -3.369 0.16 -0.04 -0.24 0.004
N -0.881 1.838 -2.137 -0.08 -0.51 0.36 0.039
H -1.990 4.748 3.275 -0.02 0.00 -0.05 0.000
H -0.444 3.969 2.866 -0.03 0.03 0.00 0.001
H -1.830 2.976 3.328 -0.03 0.00 -0.09 0.000
H -3.849 4.782 1.516 0.01 0.03 0.02 0.000
H -3.862 4.245 -1.164 -0.02 0.00 0.00 0.000
H -2.543 4.631 -2.966 0.04 0.03 0.05 0.000
H -2.019 3.821 -5.240 -0.02 -0.02 -0.02 0.000
H -0.751 1.666 -5.485 0.05 -0.02 0.00 0.000
H -0.002 0.505 -3.419 -0.01 0.02 0.02 0.000
S -0.917 -1.389 1.554 0.08 0.66 -1.37 0.096
C -2.091 -0.449 2.397 -0.34 0.18 0.14 0.004
C -2.234 -0.608 3.778 0.17 -0.01 -0.16 0.012
C -3.210 0.084 4.482 -0.19 0.11 -0.47 -0.003
C -3.343 -0.117 5.889 0.01 -0.07 0.33 -0.001
N -3.427 -0.302 7.020 -0.02 0.04 -0.04 -0.003
C -4.063 0.970 3.793 0.34 -0.35 0.14 0.011
C -3.903 1.145 2.426 0.09 -0.15 -0.20 -0.005
C -2.934 0.440 1.717 -0.38 0.14 0.72 0.009
S -2.832 0.631 0.002 1.95 -0.44 -0.41 -0.019
C -5.089 1.679 4.483 -0.24 0.23 0.13 0.002
N -5.929 2.263 5.008 0.04 0.01 -0.02 0.006
H -1.564 -1.281 4.296 -0.02 0.03 0.08 0.000
H -4.548 1.828 1.888 -0.07 0.01 0.06 -0.001
N 0.446 -9.737 -4.635 0.03 0.04 0.05 0.000
C 0.245 -8.667 -4.268 0.11 -0.30 -0.10 0.000
C -0.052 -7.333 -3.849 -0.20 0.31 0.02 0.000
C 0.789 -6.634 -2.987 -0.01 -0.10 -0.05 0.000
C 0.477 -5.344 -2.606 -0.03 0.17 0.07 0.000
C -0.686 -4.739 -3.073 0.13 -0.49 -0.08 0.000
C -1.533 -5.443 -3.924 -0.08 0.15 0.06 0.000
C -1.217 -6.728 -4.317 0.18 -0.02 0.08 0.000
N -1.015 -3.416 -2.685 -0.16 0.38 0.08 0.000
C -2.010 -2.625 -3.230 -0.04 0.19 -0.01 0.000
C -1.983 -1.448 -2.558 -0.11 -0.14 -0.09 0.001
N -0.990 -1.505 -1.615 0.51 1.37 0.77 -0.006
C -0.429 -2.682 -1.711 0.34 -0.15 0.30 -0.001
H 1.692 -7.101 -2.621 0.01 0.01 0.01 0.000
H 1.147 -4.817 -1.941 0.04 0.01 -0.04 0.000
H -2.456 -5.008 -4.275 -0.01 0.04 -0.01 0.000
H -1.870 -7.269 -4.987 -0.03 0.00 0.02 0.000
H -2.636 -2.931 -4.045 0.01 -0.09 -0.01 0.000
H -2.613 -0.585 -2.677 -0.01 -0.01 0.00 0.000
H 0.376 -3.019 -1.079 0.06 0.01 -0.03 0.000
C 6.902 1.937 8.125 0.01 -0.10 -0.02 0.000
C 6.515 0.876 7.132 -0.09 0.01 -0.01 0.000
C 7.356 0.536 6.076 0.01 0.01 -0.02 0.000
C 6.987 -0.428 5.152 0.04 -0.07 -0.05 0.000
C 5.762 -1.058 5.294 -0.22 -0.19 -0.16 0.000
C 4.917 -0.754 6.349 -0.02 -0.04 0.03 0.000
C 5.298 0.210 7.265 0.08 0.01 -0.05 0.000
S 5.212 -2.243 4.089 0.02 0.19 -0.37 0.000
O 6.282 -3.133 3.745 0.08 0.03 -0.03 0.000
O 3.975 -2.806 4.559 -0.04 0.12 0.14 0.000
N 4.956 -1.254 2.768 0.19 -0.27 0.46 0.000
C 4.095 -0.096 3.029 -0.08 0.22 0.10 0.001
C 3.494 0.403 1.722 -0.38 -0.52 0.00 0.021
C 2.416 -0.598 1.249 0.78 0.03 -0.14 0.022
O 2.758 -1.718 0.895 -0.19 -0.17 -0.17 0.019
O 1.221 -0.134 1.312 0.35 1.03 -0.23 0.243
H 7.707 2.561 7.738 0.02 0.02 0.04 0.000
H 7.240 1.476 9.055 0.04 0.05 0.02 0.000
H 6.049 2.572 8.362 0.02 0.03 0.01 0.000
H 8.309 1.040 5.974 0.01 0.01 -0.02 0.000
H 7.631 -0.704 4.327 0.03 0.06 0.00 0.000
H 3.978 -1.285 6.433 -0.03 0.05 0.02 0.000
H 4.642 0.459 8.090 -0.02 0.00 0.01 0.000
H 4.547 -1.831 2.027 0.04 -0.03 -0.04 0.000
H 4.701 0.694 3.479 -0.03 -0.07 0.02 0.000
H 3.291 -0.355 3.731 0.00 0.10 -0.03 0.000
H 4.265 0.439 0.951 0.00 0.07 -0.03 0.003
H 3.039 1.384 1.844 0.09 0.02 0.10 0.000
Se 4.107 -0.674 -2.305 0.46 -0.08 -0.02 0.002
C 2.511 -0.179 -1.827 -0.89 0.15 -0.30 0.002
N 1.387 0.156 -1.667 0.00 -0.11 1.23 0.022
```
Positions in Å, forces in eV/Å.

Properties
* LUMO level (spin up / spin down): -2.003 / -2.127 eV
* total charge: 0
* energy relative to the best compared isomer or geometry (same formula, charge and spin): 448.0 kJ/mol
* 2S+1: 2
* <S²>: 0.8040

=====

ORCA calculation (ωB97M-V/def2-TZVPD) on a structure of composition C29H41IrN7OSSe.

XYZ file:
```
81
Properties=species:S:1:pos:R:3:forces:R:3:lowdin_spin:R:1
Ir 0.581 0.362 1.232 -0.50 0.19 0.23 0.546
C -1.293 -1.127 3.290 -0.02 0.03 -0.09 0.004
N -2.140 -1.184 2.102 0.17 -0.10 0.01 0.010
C -2.596 -2.531 1.750 0.01 0.07 0.07 0.001
C -2.283 -0.143 1.279 0.13 0.19 -0.11 0.011
N -1.311 0.841 1.227 -0.79 -0.19 -0.19 0.090
C -1.724 2.195 1.397 -0.17 -0.05 0.36 0.003
C -2.853 2.453 2.137 0.11 -0.22 0.11 0.008
C -3.317 3.761 2.341 0.06 0.23 -0.10 -0.002
C -2.628 4.812 1.805 -0.16 -0.17 0.11 0.010
C -1.443 4.590 1.068 0.00 -0.04 -0.06 0.003
C -0.740 5.691 0.531 0.23 0.03 -0.13 0.008
C 0.422 5.500 -0.163 -0.28 0.13 0.10 -0.002
C 0.919 4.203 -0.336 0.18 -0.30 0.10 0.006
C 0.249 3.099 0.145 0.24 0.42 0.16 0.002
N 0.846 1.823 -0.017 0.38 -0.06 -0.64 0.070
C 1.710 1.620 -1.082 -0.41 0.08 -0.01 0.008
N 2.932 1.139 -0.868 0.13 -0.27 0.18 0.019
C 3.595 0.241 -1.821 0.06 0.14 0.00 0.002
C 3.669 1.374 0.379 -0.01 0.11 -0.13 0.003
N 1.300 1.904 -2.316 0.06 0.05 -0.11 -0.001
C 2.220 2.345 -3.371 -0.06 0.03 0.10 0.000
C -0.113 2.020 -2.654 0.09 0.04 -0.02 0.001
C -0.962 3.265 0.867 -0.05 0.04 -0.24 0.019
N -3.366 -0.046 0.513 -0.14 -0.03 -0.03 0.002
C -4.667 -0.591 0.918 0.06 0.08 -0.02 0.001
C -3.419 0.822 -0.657 -0.06 -0.03 0.05 0.001
H -1.795 -1.656 4.099 0.00 0.01 0.01 0.000
H -1.134 -0.095 3.596 -0.06 0.02 0.01 0.000
H -0.335 -1.626 3.111 0.01 -0.05 0.01 0.002
H -1.743 -3.208 1.828 0.01 0.00 -0.01 0.000
H -2.957 -2.546 0.729 -0.05 0.02 0.00 0.000
H -3.380 -2.874 2.425 0.00 0.00 0.00 0.000
H -3.388 1.626 2.590 -0.02 0.06 0.04 0.000
H -4.206 3.929 2.933 0.00 -0.02 -0.03 0.000
H -2.971 5.828 1.948 0.02 -0.01 0.00 0.001
H -1.132 6.687 0.691 0.02 -0.03 0.01 0.000
H 0.975 6.343 -0.555 -0.01 -0.02 -0.02 0.000
H 1.872 4.067 -0.835 0.00 0.06 0.02 0.000
H 2.873 -0.142 -2.536 -0.04 0.00 -0.01 0.000
H 4.002 -0.595 -1.257 -0.01 0.18 -0.13 0.001
H 4.412 0.739 -2.343 -0.02 0.04 -0.03 0.000
H 3.203 2.178 0.944 -0.02 0.01 0.00 0.000
H 4.684 1.673 0.120 0.01 0.04 -0.01 0.000
H 3.718 0.472 0.985 0.05 0.04 0.02 0.001
H 3.183 2.610 -2.947 0.02 -0.01 0.02 0.000
H 1.792 3.232 -3.836 0.00 0.01 0.01 0.000
H 2.351 1.580 -4.135 0.00 -0.03 0.00 0.000
H -0.695 1.399 -1.986 -0.05 -0.03 0.06 0.000
H -0.251 1.665 -3.674 0.01 -0.02 0.00 0.000
H -0.450 3.056 -2.587 0.01 0.01 0.02 0.000
H -4.623 -0.975 1.932 0.01 0.01 0.02 0.000
H -4.990 -1.379 0.239 0.01 -0.02 0.01 0.000
H -5.398 0.218 0.884 0.01 0.01 -0.01 0.000
H -2.420 0.977 -1.043 0.08 0.02 -0.02 0.001
H -3.868 1.786 -0.409 0.01 0.00 0.02 0.000
H -4.024 0.333 -1.418 0.01 -0.01 0.00 0.000
C 2.403 -6.803 -1.368 -0.12 0.15 0.07 0.000
C 1.880 -5.407 -1.129 0.10 -0.28 -0.05 -0.001
C 2.645 -4.449 -0.494 0.06 0.17 0.04 0.001
C 2.190 -3.147 -0.274 0.17 -0.07 -0.06 0.000
C 3.150 -2.208 0.397 0.04 -0.20 0.09 0.006
C 0.905 -2.819 -0.699 -0.07 -0.01 0.25 0.006
Se 0.040 -1.083 -0.629 0.44 -0.18 -0.03 -0.008
C 0.088 -3.776 -1.327 -0.24 -0.16 0.01 -0.001
C -1.328 -3.490 -1.777 0.14 0.04 -0.03 -0.001
C 0.600 -5.047 -1.534 -0.12 0.04 -0.07 0.000
H 3.482 -6.851 -1.239 -0.01 0.01 -0.01 0.000
H 2.155 -7.145 -2.372 0.02 0.02 -0.01 0.000
H 1.949 -7.505 -0.666 0.00 0.02 0.01 0.000
H 3.645 -4.708 -0.158 -0.02 0.03 -0.02 0.000
H 3.410 -2.562 1.396 -0.06 0.03 0.02 0.000
H 2.751 -1.210 0.504 -0.15 0.14 -0.03 0.006
H 4.082 -2.149 -0.169 -0.04 -0.14 0.10 0.000
H -1.389 -2.642 -2.465 0.01 -0.05 -0.02 0.000
H -1.971 -3.265 -0.925 0.01 -0.01 -0.05 0.000
H -1.740 -4.356 -2.291 0.01 0.00 0.00 0.000
H -0.027 -5.784 -2.024 0.02 0.04 -0.02 0.000
O 0.609 1.864 3.573 0.15 -0.07 -0.19 0.005
S 1.678 0.888 3.808 0.19 -0.10 0.24 0.025
N 1.899 -0.083 2.676 0.23 -0.11 0.05 0.133
```
Positions in Å, forces in eV/Å.

Properties
* LUMO level (spin up / spin down): -7.419 / -7.597 eV
* total charge: +2
* energy relative to the best compared isomer or geometry (same formula, charge and spin): 16.4 kJ/mol
* 2S+1: 2
* <S²>: 0.7581

=====

ORCA calculation (ωB97M-V/def2-TZVPD) on a cluster of 2 separate species, C4H8NO3 in total.

XYZ file:
```
16
Properties=species:S:1:pos:R:3:forces:R:3:mulliken_charge:R:1
C 1.547 1.771 1.717 0.40 1.02 -0.44 -0.783
C 0.697 1.897 0.416 0.18 -1.81 -0.72 0.466
O -0.331 1.100 0.355 1.36 1.71 0.35 -0.759
O 1.214 2.556 -0.509 -0.80 0.02 0.43 -0.691
H 0.894 1.902 2.543 -0.68 0.05 0.99 0.274
H 2.371 2.550 1.823 -0.87 -1.17 -0.46 0.247
H 1.898 0.739 1.768 0.31 0.14 -0.04 0.192
C 0.106 -1.519 -1.355 1.34 0.74 1.07 -0.646
C -1.398 -1.484 -1.214 -0.08 -2.00 1.42 0.558
O -2.020 -1.987 -2.134 -0.86 0.76 0.40 -0.604
N -1.947 -1.282 0.118 -0.31 0.76 -2.16 -0.549
H -2.970 -1.134 0.078 0.76 -0.48 -0.29 0.264
H -1.571 -0.425 0.524 0.70 0.03 0.08 0.418
H 0.348 -1.685 -2.410 -0.10 0.33 0.25 0.269
H 0.555 -2.386 -0.801 -0.76 0.57 -0.26 0.206
H 0.607 -0.612 -0.918 -0.58 -0.69 -0.61 0.139
```
Positions in Å, forces in eV/Å.

Properties
* LUMO level: 3.962 eV
* total charge: -1
* energy relative to the best compared isomer or geometry (same formula, charge and spin): 82.3 kJ/mol

=====

ORCA calculation (ωB97M-V/def2-TZVPD) on the molecule C4H4I2.

XYZ file:
```
10
Properties=species:S:1:pos:R:3:forces:R:3:lowdin_spin:R:1
C -0.001 0.610 -0.604 -0.43 -0.51 0.20 0.090
C -0.007 0.441 0.866 -0.66 -0.81 -1.98 0.079
C -1.114 -0.173 0.042 1.17 -1.77 0.67 0.208
C 1.051 -0.134 0.055 0.07 -0.40 0.29 0.205
I -3.047 0.736 -0.018 -1.73 1.09 -0.03 0.723
I 3.051 0.736 -0.018 1.40 0.96 0.00 0.684
H 0.106 1.451 -1.253 -0.45 0.40 -0.25 0.005
H 0.097 1.110 1.623 -0.27 1.90 2.01 0.003
H -1.334 -1.287 0.066 0.92 1.34 -0.48 0.000
H 1.257 -1.144 0.051 -0.01 -2.19 -0.43 0.002
```
Positions in Å, forces in eV/Å.

Properties
* LUMO level (spin up / spin down): 0.242 / -4.837 eV
* total charge: 0
* energy relative to the best compared isomer or geometry (same formula, charge and spin): 225.6 kJ/mol
* 2S+1: 3
* <S²>: 2.0156

=====

ORCA calculation (ωB97M-V/def2-TZVPD) on a structure of composition C16H25GeN6PReS4Sb.

XYZ file:
```
55
Properties=species:S:1:pos:R:3:forces:R:3:mulliken_charge:R:1
Re 1.175 0.262 -1.048 -0.84 -0.11 1.11 0.796
C -1.713 -1.380 3.661 0.36 -0.69 -0.82 -0.874
N -1.296 -1.351 2.228 -1.63 -0.87 0.73 0.123
C -1.399 -2.418 1.384 1.36 -0.97 -1.15 -1.183
C -0.579 -2.147 0.294 -0.49 0.42 1.55 -0.612
N -0.077 -0.854 0.469 -0.80 -0.60 -0.19 0.217
C -0.562 -0.412 1.646 1.03 0.02 -0.59 0.198
P -0.168 1.180 2.440 0.61 -0.96 1.08 -0.654
C -0.630 2.103 1.057 -1.26 1.75 -2.00 -0.011
N -0.338 1.855 -0.227 0.11 -0.51 -0.25 0.481
C -1.123 2.659 -1.009 -0.09 0.23 0.62 -0.556
C -1.917 3.405 -0.151 1.06 -0.72 -1.46 -0.781
N -1.596 3.075 1.123 0.44 -0.54 -0.84 0.187
C -2.053 3.794 2.287 -0.69 1.19 0.13 -0.889
C 1.592 1.119 2.045 0.53 -0.29 -1.10 0.217
N 2.062 0.883 0.821 2.07 -0.37 -0.50 0.449
C 3.473 0.744 0.917 -1.53 0.32 1.37 -0.587
C 3.759 0.902 2.258 2.05 -0.50 -1.54 -0.738
N 2.623 1.145 2.900 -2.24 0.51 1.23 0.135
C 2.425 1.365 4.322 1.53 -0.15 1.01 -0.931
H -1.046 -2.113 4.089 -0.05 -0.33 0.47 0.418
H -1.421 -0.437 4.057 -0.30 0.71 0.56 0.323
H -2.762 -1.662 3.869 0.55 0.38 -0.57 0.310
H -1.843 -3.398 1.606 0.00 0.89 0.21 0.415
H -0.268 -2.890 -0.447 -0.13 0.92 0.15 0.911
H -1.033 2.686 -2.111 -0.18 -0.07 1.00 0.520
H -2.615 4.120 -0.483 -0.73 0.80 0.34 0.485
H -3.135 4.048 2.204 0.95 -0.06 -0.09 0.324
H -1.913 3.245 3.178 -0.03 -1.11 0.81 0.359
H -1.421 4.672 2.462 -0.40 0.16 -0.46 0.354
H 4.118 0.510 0.075 -0.32 0.22 0.32 0.558
H 4.717 0.792 2.762 -0.36 0.24 -0.08 0.460
H 1.405 1.558 4.599 -0.55 -0.34 -0.32 0.347
H 2.818 0.469 4.842 -0.31 0.68 0.01 0.370
H 2.946 2.271 4.657 0.25 -0.40 -0.19 0.347
S 2.452 2.121 -1.742 0.46 -0.27 0.50 -0.127
Sb 2.984 3.152 -4.023 -0.84 -0.61 -0.25 0.640
S 2.250 -1.517 -1.040 0.22 0.66 -0.47 -0.182
S 0.495 0.515 -3.196 0.04 0.86 -0.80 -0.094
S 4.763 4.170 -3.396 0.56 0.32 0.31 -0.348
C -1.540 -1.943 -4.785 -0.63 0.23 -1.85 -1.172
Ge -0.780 -2.399 -3.115 0.03 0.11 2.26 0.777
C -2.379 -3.171 -2.144 1.17 0.90 -1.82 -1.263
C 0.877 -3.532 -3.282 0.78 0.63 0.77 -1.145
C -0.515 -0.486 -2.310 0.42 -1.99 -0.34 -0.745
H -2.542 -2.405 -4.939 0.63 0.33 0.34 0.388
H -0.916 -2.365 -5.585 -0.10 0.34 0.00 0.412
H -1.650 -0.850 -4.949 0.16 -0.71 0.08 0.358
H -2.969 -2.259 -1.930 -0.06 -0.82 -0.01 0.357
H -2.070 -3.708 -1.275 -0.39 -0.53 0.43 0.343
H -2.781 -3.787 -2.983 -0.21 0.29 1.16 0.489
H 0.432 -4.440 -3.702 0.54 0.02 -0.19 0.405
H 1.610 -3.816 -2.431 -1.78 0.48 -1.08 0.326
H 1.519 -2.979 -4.003 -0.48 -0.66 0.07 0.380
H -1.443 -0.099 -1.942 -0.47 0.56 0.36 0.717
```
Positions in Å, forces in eV/Å.

Properties
* LUMO level: -7.407 eV
* total charge: +2
* energy relative to the best compared isomer or geometry (same formula, charge and spin): 129.8 kJ/mol

=====

ORCA calculation (ωB97M-V/def2-TZVPD) on a cluster of 2 separate species, C5H14NO2 in total.

XYZ file:
```
22
Properties=species:S:1:pos:R:3:forces:R:3:mulliken_charge:R:1
C 1.484 -1.654 0.168 -3.13 0.89 -4.53 -1.357
C -0.002 0.571 -1.570 1.20 -0.73 0.96 -1.322
C -2.710 0.398 0.989 0.37 -0.13 -0.59 -0.379
C 2.041 -0.280 -0.175 2.77 -0.23 -0.94 0.505
C 0.988 0.721 -0.459 -0.14 2.05 -0.49 0.536
N 0.977 1.864 0.203 -1.61 -0.93 0.86 -0.291
O -2.203 -0.608 0.101 0.07 -0.13 -0.08 -0.469
O 2.880 0.191 0.910 -1.84 1.34 -1.42 -0.549
H 2.282 -2.279 0.249 2.08 -1.90 1.16 0.511
H 0.995 -2.078 -0.837 0.74 0.91 2.03 0.308
H 0.685 -1.646 0.881 0.08 -0.14 0.81 0.329
H -0.693 -0.163 -1.229 -0.76 -0.89 0.14 0.370
H -0.551 1.462 -1.673 -0.53 1.18 -0.41 0.420
H 0.439 0.230 -2.501 0.21 0.05 -0.01 0.361
H -2.991 -0.037 1.944 0.17 0.12 0.20 0.278
H -3.597 0.908 0.568 0.61 0.00 0.13 0.254
H 2.702 -0.371 -1.217 -1.60 0.30 2.47 0.238
H 1.585 1.974 0.985 1.06 -0.29 0.50 0.281
H -1.818 1.064 1.089 -1.09 -0.12 0.28 0.054
H 0.108 2.414 0.407 0.93 -0.51 -1.43 0.320
H -2.813 -1.338 -0.039 -0.24 0.16 0.22 0.266
H 3.490 -0.464 1.203 0.65 -1.01 0.16 0.339
```
Positions in Å, forces in eV/Å.

Properties
* LUMO level: -4.497 eV
* total charge: +1
* energy relative to the best compared isomer or geometry (same formula, charge and spin): 235.4 kJ/mol